Record 1
Density functional theory data (wB97M-V/def2-TZVPD) for C21H59Fe2N5O15P as an isolated structure at a distorted geometry.

Each line ends with the Mulliken spin population.
Atoms and positions in Å:
H -1.227 48.651 -24.508  0.003
H -4.302 54.295 -28.554  0.000
N -3.582 52.500 -27.857  0.003
C 4.115 54.039 -21.226  0.000
H -3.197 47.440 -25.109  0.000
H -4.731 48.240 -25.324  0.000
H -4.247 50.616 -28.387  0.000
O -1.646 52.620 -26.722  0.011
O 3.704 50.403 -21.372  0.019
H 2.793 49.893 -26.546  0.000
H 3.429 54.886 -21.257  0.001
H -3.710 51.596 -24.142  0.001
C 5.968 51.819 -24.487  -0.001
H 0.055 56.080 -19.211  0.000
C 4.921 48.456 -22.925  -0.001
H 1.681 49.562 -24.685  0.006
O 0.880 52.377 -23.567  0.087
H 2.824 49.086 -28.147  0.000
N 5.495 49.212 -21.797  0.004
H 7.081 48.757 -20.512  0.000
O -1.236 50.691 -24.690  0.022
H -3.423 54.434 -26.972  -0.001
C 2.593 50.007 -27.611  0.001
O 2.750 53.588 -24.808  0.007
H -4.418 50.759 -25.528  0.000
H 3.862 54.701 -24.455  0.001
H 4.961 47.416 -22.603  0.000
H 1.534 47.360 -26.196  0.000
O 1.165 48.755 -24.618  -0.003
H 3.484 54.572 -28.889  0.000
C 4.880 50.188 -21.132  0.003
H 1.109 51.180 -27.285  -0.001
H -4.952 50.398 -23.921  0.000
H 3.269 50.829 -27.847  -0.001
C -0.466 55.133 -19.349  -0.001
H 0.191 52.746 -19.004  0.001
O 5.148 50.817 -24.965  0.002
H -5.231 55.359 -21.939  0.000
H 5.116 54.393 -21.474  0.002
C -3.826 48.239 -24.716  0.000
H -4.967 55.095 -24.288  0.000
H -3.802 55.483 -20.891  0.000
O 3.057 54.934 -26.879  0.000
H -3.874 56.571 -22.278  0.000
H 4.225 50.876 -24.708  0.002
N -3.120 49.491 -24.548  -0.001
C 0.653 53.111 -19.935  0.010
C -4.508 51.666 -28.515  0.000
O 3.650 53.200 -22.230  0.027
P 1.996 52.287 -24.691  -0.051
C 6.875 48.935 -21.568  0.000
H 5.737 52.022 -23.441  0.001
C 0.629 54.918 -21.681  -0.006
H 7.046 51.691 -24.578  0.000
C -2.411 52.000 -27.392  0.002
H 3.641 57.073 -23.158  0.000
H 2.520 55.911 -23.724  -0.001
H 5.592 52.760 -24.890  0.000
Fe -0.580 52.584 -24.892  3.800
H 5.511 50.610 -20.335  0.002
H 2.945 54.462 -26.051  0.002
C 3.444 56.416 -24.005  0.000
H 3.856 48.534 -23.142  0.001
H -3.608 54.069 -24.882  0.002
Fe 2.212 51.514 -22.233  3.821
H 2.627 53.274 -28.050  0.000
C -4.165 55.585 -21.914  -0.001
O 1.004 52.031 -25.832  0.098
H -3.476 55.866 -24.714  0.001
H 1.027 55.915 -21.496  0.000
H 7.486 49.771 -21.909  0.000
H 5.457 48.445 -23.875  0.000
H 1.377 54.286 -22.160  0.016
C -1.794 49.588 -24.617  0.005
H -2.505 53.868 -21.525  -0.001
H 3.380 56.965 -24.944  0.000
O -1.929 53.253 -23.460  -0.003
H 4.264 53.559 -27.730  0.000
H -4.423 51.958 -29.562  0.000
O 4.410 55.409 -24.110  0.000
H -1.404 55.289 -19.882  0.000
H 1.589 46.722 -24.527  0.000
C -4.062 50.631 -24.506  0.003
H -0.252 54.940 -22.323  0.004
H -5.005 53.744 -27.054  0.000
C -2.589 53.881 -22.623  0.008
H 2.903 47.659 -25.013  0.000
O 1.350 52.385 -20.638  0.022
O 1.376 50.570 -27.977  0.000
C 1.827 47.571 -25.168  0.001
H -5.433 51.748 -27.944  0.000
H 4.160 53.523 -20.267  0.001
C -3.887 54.946 -24.299  -0.002
O 2.792 51.081 -24.098  0.063
C 3.334 54.094 -27.921  -0.001
N 0.306 54.322 -20.304  0.007
H 3.826 53.585 -23.092  -0.001
H -0.678 54.684 -18.379  0.000
N -3.566 54.681 -22.937  0.003
H -4.198 48.041 -23.711  0.000
C -4.066 53.819 -27.602  0.000
H 7.240 48.079 -22.136  0.000
H -2.209 50.954 -27.667  0.000

Values from the calculation:
Spin multiplicity: 9
HOMO-LUMO gap (spin up / spin down): 7.8 / 7.8 eV
Relative energy (zero: lowest compared OMol25 entry of this formula, charge and spin): 188.0 kJ/mol
Total charge: +1
F_max: 0.061 Eh/bohr
HOMO level (spin up / spin down): -10.03 / -10.03 eV

=====

Record 2
Density functional theory data (wB97M-V/def2-TZVPD) for one molecule with the formula C2H7N5O at a distorted geometry.

Each line ends with the Mulliken charge.
Atoms and positions in Å:
N 0.462 1.475 0.728  -0.085
N -0.270 -1.651 -2.018  -0.666
H 0.456 1.005 2.668  0.309
H 0.690 2.314 0.177  0.264
H -0.220 0.051 -3.334  0.329
O 0.545 -1.056 1.715  -0.467
N 0.041 1.743 2.064  -0.619
H -0.995 1.716 2.101  0.243
H -0.343 -2.164 -2.909  0.242
N 0.004 0.634 -1.370  -0.600
H -0.066 -1.712 2.233  0.368
C -0.152 -0.384 -2.281  0.012
C 0.081 0.395 -0.066  0.387
H -0.086 -1.537 -0.215  0.427
N -0.147 -0.830 0.507  -0.142

Values from the calculation:
HOMO-LUMO gap: 9.4 eV
Relative energy (zero: lowest compared OMol25 entry of this formula, charge and spin): 244.3 kJ/mol
Total charge: 0
F_max: 0.055 Eh/bohr
HOMO level: -8.83 eV

=====

Record 3
Density functional theory data (wB97M-V/def2-TZVPD) for a 11-piece molecular cluster, C33H77N11O11 overall at a distorted geometry.

Each line ends with the Mulliken spin population.
Atoms and positions in Å:
H -3.051 4.498 5.394  -0.003
N 2.401 1.730 -4.342  -2.012
H -3.016 -3.078 -6.132  -0.002
C -3.279 -0.180 -2.786  0.134
C 0.130 -1.285 -0.939  -0.125
H 3.592 -1.711 -3.272  0.093
C -2.607 -2.324 -5.460  -0.005
H 5.107 2.244 2.344  0.060
H 3.521 3.274 -3.502  -0.149
H 0.543 -2.252 -1.226  0.013
N -3.087 2.564 4.537  -0.005
H -5.834 -0.039 -2.776  0.020
C 2.921 3.108 -4.397  1.061
H -0.274 -3.219 -3.154  0.001
H 5.647 -0.931 -1.278  -0.059
C -5.407 0.784 -3.349  0.048
H -7.506 2.000 0.711  0.000
H 3.078 -1.038 -1.826  -0.075
C 4.964 1.176 2.511  0.192
H 4.033 0.671 -3.759  -0.011
H 2.768 -7.732 4.225  0.000
C 0.692 -1.942 1.304  -0.108
O -2.301 3.459 -0.984  -0.058
H 1.518 4.629 -2.316  0.420
N -1.305 -2.562 -4.853  -0.019
H -0.656 0.883 0.276  0.090
H -5.003 1.111 -0.365  0.002
N 2.678 -5.716 3.589  -0.016
H 0.779 -2.664 -5.032  0.053
H 3.954 0.820 -5.536  -0.049
H 6.020 -1.789 -2.746  -0.030
H 4.005 -1.466 2.442  0.017
H -0.930 -2.798 5.127  0.009
O -5.701 5.221 0.398  -0.018
H 0.839 -0.564 -1.347  0.077
H 4.061 -6.705 4.856  -0.004
C 4.061 -1.025 1.447  -0.058
H 2.512 -6.579 5.598  0.001
C -1.294 -3.238 -3.537  0.011
H -3.574 2.691 -3.566  -0.031
H 5.840 0.543 2.655  -0.038
H 3.328 -4.348 -1.229  0.035
H -0.759 -1.201 -1.565  -0.009
H -2.497 -1.376 -5.986  0.016
H 2.065 3.782 -4.405  0.272
O 1.441 -2.846 0.813  0.020
H 1.140 -0.925 7.011  -0.012
H -7.114 2.164 -0.944  0.001
H 2.304 -2.526 -2.085  -0.066
C -7.023 2.682 0.011  0.007
C -4.831 1.755 0.497  -0.011
H 4.455 -5.827 2.471  0.000
O 0.758 0.361 -3.676  0.141
H -3.875 0.847 5.425  0.002
N -5.639 2.946 0.357  -0.007
H 0.574 -2.531 6.630  0.017
C 5.663 -1.925 -1.725  0.330
O -0.176 -1.559 -6.501  -0.068
H 0.598 2.462 -3.792  0.387
O -3.750 -1.053 -2.042  -0.017
C -0.925 -1.820 4.623  0.025
H -1.911 -2.714 -2.807  0.003
H -2.868 0.764 3.435  0.002
O 1.111 -4.642 4.945  -0.013
H 0.988 6.127 -1.464  -0.133
C -3.598 1.898 5.599  0.015
H 4.368 1.088 3.419  0.018
H 3.169 -4.838 1.686  0.004
H -3.238 -1.972 -4.644  0.006
H 3.110 -6.629 1.871  0.003
H -4.032 4.045 0.666  0.026
H -3.756 1.871 0.356  0.010
C -0.677 0.061 0.992  -0.214
C 1.764 -4.730 3.886  0.040
H -1.581 -4.290 -3.549  -0.006
N -3.968 0.744 -3.436  -0.217
C 3.244 -2.012 -2.284  0.097
O 3.448 2.427 0.385  -0.341
H -2.197 -0.024 -2.919  -0.016
H -0.446 3.603 0.745  0.182
H -2.271 1.725 -3.860  0.067
N -0.080 -1.137 0.498  0.070
C -2.622 1.824 3.367  -0.044
C 0.668 5.217 -1.971  0.318
H -5.131 1.266 1.424  -0.011
H 2.583 0.567 0.138  0.539
C 3.373 0.671 -4.626  0.364
H 3.269 -1.389 0.792  0.069
H 0.997 4.563 0.585  -0.035
O -1.582 -1.517 3.668  0.000
H -7.648 3.574 0.056  -0.001
C -1.448 4.027 -1.672  0.566
C 0.201 0.282 4.683  -0.075
C 4.335 -3.918 -1.109  0.061
H 1.140 0.428 4.150  0.069
C 2.994 -6.748 4.635  0.009
H 1.012 2.983 -0.131  -0.069
H -3.582 4.405 3.740  0.006
H 1.906 -1.812 5.801  -0.003
C -3.319 1.806 -4.149  0.087
H 6.449 -2.379 -1.121  0.008
C 3.382 -5.683 2.340  -0.005
O 5.242 -4.464 -0.523  -0.049
H -5.836 0.849 -4.348  -0.005
H -5.744 1.678 -2.824  -0.017
H -1.623 4.388 -2.697  0.094
C -0.116 -2.235 -5.508  0.042
H 2.932 -0.314 -4.777  0.274
H 0.608 -1.712 2.377  0.041
N 4.084 0.503 1.513  -0.453
N -0.212 4.316 -1.183  -0.979
O -3.675 2.476 6.653  -0.008
C 3.304 1.209 0.667  -0.135
H -0.331 0.401 1.968  0.088
C 0.909 -1.595 6.182  0.037
H 0.182 5.705 -2.816  -0.235
H 3.561 3.307 -5.257  -0.200
H 1.706 -3.950 3.110  0.001
C -2.836 4.024 4.436  0.021
N 4.415 -2.724 -1.669  -0.225
H -1.727 -0.151 1.195  -0.023
H 0.256 1.031 5.472  0.010
C -5.115 4.158 0.502  0.000
N 0.066 -1.088 5.157  -0.103
H -0.582 0.615 4.002  0.090
H -3.519 1.873 -5.219  -0.010
C 1.171 1.526 -3.885  0.493
H -1.847 4.245 4.033  0.007
H 5.002 -1.217 0.932  0.061
C 0.369 3.842 0.061  0.215
H -1.604 1.979 3.012  0.055
H -3.172 2.159 2.488  -0.030

Values from the calculation:
Spin multiplicity: 2
HOMO-LUMO gap (spin up / spin down): 1.7 / 9.2 eV
Relative energy (zero: lowest compared OMol25 entry of this formula, charge and spin): 602.0 kJ/mol
Total charge: -1
F_max: 0.067 Eh/bohr
HOMO level (spin up / spin down): 0.42 / -7.21 eV

=====

Record 4
Density functional theory data (wB97M-V/def2-TZVPD) for one molecule with the formula C24H21ClN4 at a distorted geometry.

Each line ends with the Mulliken charge.
Atoms and positions in Å:
C -1.077 6.808 -1.633  -0.584
C 0.495 2.314 -2.138  -0.731
C -1.284 4.691 -2.788  0.202
H -0.376 4.645 -4.740  0.431
N -0.568 -5.085 4.271  -0.687
H -1.696 2.806 -3.855  0.457
H 1.452 2.262 -0.303  0.259
C -0.236 6.561 -3.896  -0.670
C -1.457 -0.901 -0.239  -1.382
H 2.160 -0.061 0.737  0.384
H 0.487 -7.393 4.380  0.538
H 3.028 -4.345 1.531  0.328
C -1.754 3.246 -2.843  -1.076
C -1.409 5.464 -1.638  -0.237
H -0.929 -1.947 3.306  0.548
C 2.817 -6.261 2.252  -0.759
C -0.407 -2.892 3.354  -0.248
H 0.958 3.280 -2.239  0.364
C 0.568 -5.427 3.636  -0.041
C 0.747 -3.201 2.675  0.276
C 0.560 -1.414 0.984  0.614
C -1.609 1.122 -1.768  -0.802
H -0.311 8.454 -2.749  0.344
C -0.615 5.217 -3.895  -0.287
H 3.695 -6.636 1.714  0.357
H 0.293 7.031 -4.730  0.345
H -1.200 -2.641 1.025  0.512
H -2.004 -3.532 4.576  0.319
C 1.029 -6.725 3.768  -0.438
H -1.700 0.612 -2.724  0.331
H 0.763 1.751 -3.010  0.282
C -1.030 -3.859 4.150  -0.441
H -2.798 3.246 -2.560  0.437
C 1.151 -0.294 0.403  -0.379
C -0.739 -1.740 0.652  -0.449
H -2.476 -1.127 -0.503  0.430
C -0.504 7.370 -2.778  -0.267
C -0.885 0.209 -0.787  0.537
C 2.406 -4.944 2.148  -0.751
N 1.027 1.655 -0.972  -0.309
H 2.324 -2.237 1.720  0.293
Cl 2.609 -8.828 3.026  -0.212
H -2.599 1.263 -1.368  0.408
H -1.268 7.449 -0.743  0.326
H -1.811 4.990 -0.763  0.443
C 0.433 0.549 -0.454  -0.123
N 1.306 -2.215 1.857  -0.198
C 1.249 -4.526 2.808  0.920
N -0.956 2.399 -1.931  0.210
C 2.141 -7.163 3.075  0.176

Values from the calculation:
HOMO-LUMO gap: 7.8 eV
Relative energy (zero: lowest compared OMol25 entry of this formula, charge and spin): 0.0 kJ/mol
Total charge: 0
F_max: 0.041 Eh/bohr
HOMO level: -7.67 eV

=====

Record 5
Density functional theory data (wB97M-V/def2-TZVPD) for a 12-piece molecular cluster, H24O12 overall at a distorted geometry.

Each line ends with the Mulliken charge.
Atoms and positions in Å:
O -1.784 4.744 -1.246  -0.628
O -0.216 -3.930 0.744  -0.565
H -2.019 0.607 4.101  0.315
O 0.279 -1.396 -1.415  -0.770
H 3.018 2.597 0.569  0.310
H -0.705 -4.070 1.557  0.290
H 1.602 2.072 0.729  0.157
H -1.889 1.270 -3.071  0.303
O 0.160 1.311 -1.278  -0.610
O 0.611 2.393 2.795  -0.592
O -1.455 2.119 -2.982  -0.607
H -3.386 -3.606 1.181  0.271
H -2.048 2.815 -2.722  0.287
H 0.698 -4.171 0.926  0.292
O 2.918 -0.130 -0.639  -0.723
H -0.297 -1.870 -0.799  0.374
H -3.481 -3.146 -0.225  0.311
H -0.856 -2.678 -2.520  0.327
H 3.870 -1.014 0.953  0.343
H 0.332 1.644 -2.153  0.321
H 1.545 2.288 2.618  0.333
H -2.083 1.486 3.018  0.282
O 2.186 2.494 0.085  -0.578
O 3.843 -1.654 1.669  -0.639
O -2.829 -3.362 0.441  -0.605
H -1.658 4.524 -0.312  0.317
O -1.665 -3.138 -2.287  -0.671
H 2.507 0.691 -0.318  0.423
H -1.754 -3.475 -1.404  0.365
H 1.093 -1.157 -0.940  0.371
O -2.438 1.460 3.916  -0.606
H -1.426 3.923 -1.606  0.319
H 0.165 0.336 -1.242  0.332
H 4.153 -2.531 1.451  0.295
H 0.127 2.519 1.981  0.347
H 2.880 0.036 -1.574  0.309

Values from the calculation:
HOMO-LUMO gap: 10.4 eV
Relative energy (zero: lowest compared OMol25 entry of this formula, charge and spin): 290.3 kJ/mol
Total charge: 0
F_max: 0.039 Eh/bohr
HOMO level: -10.51 eV

=====

Record 6
Density functional theory data (wB97M-V/def2-TZVPD) for one molecule with the formula C2HNO4S at a distorted geometry.

Each line ends with the Mulliken charge.
Atoms and positions in Å:
O -0.242 -1.212 -0.334  -0.201
O 1.756 -0.133 -0.347  -0.373
O -1.171 0.515 0.689  -0.228
C -0.152 1.046 0.015  0.284
H 2.257 -0.345 -1.200  0.373
C -1.235 -0.843 0.613  0.686
S 0.360 2.542 0.058  -0.284
O -2.000 -1.507 1.228  -0.430
N 0.427 -0.064 -0.721  0.173

Values from the calculation:
HOMO-LUMO gap: 9.5 eV
Relative energy (zero: lowest compared OMol25 entry of this formula, charge and spin): 272.6 kJ/mol
Total charge: 0
F_max: 0.050 Eh/bohr
HOMO level: -9.97 eV